112
Properties=species:S:1:pos:R:3:lowdin_charge:R:1 method="wB97M-V/def2-TZVPD" smiles=COC[C@H](C)N.COC[C@H](C)N.CC(C)O.CC(C)O.CC(C)O.CC(C)O.CO.CO.CO.CO.CO e_tot_ev=-52621.5737 homo_ev=-8.8 spin_multiplicity=1
C -11.739 11.049 -6.456 -0.077
C -11.573 9.569 -6.298 -0.450
C -12.577 8.914 -5.392 -0.063
O -11.861 9.097 -7.658 -0.073
H -10.903 11.393 -7.065 0.057
H -11.688 11.731 -5.608 0.087
H -12.689 11.347 -6.901 0.094
H -10.533 9.428 -6.004 0.115
H -12.353 8.850 -4.328 0.074
H -12.640 7.850 -5.621 0.064
H -13.626 9.190 -5.508 0.083
H -11.892 9.895 -8.191 0.014
C -11.520 11.712 -12.191 -0.063
C -10.939 10.740 -11.110 -0.412
C -9.697 11.340 -10.540 -0.055
O -11.973 10.631 -10.077 -0.075
H -11.759 12.695 -11.784 0.082
H -12.359 11.383 -12.804 0.069
H -10.834 11.916 -13.014 0.073
H -10.711 9.751 -11.510 0.133
H -9.435 12.316 -10.948 0.086
H -8.874 10.655 -10.330 0.077
H -9.956 11.578 -9.509 0.062
H -12.807 10.573 -10.547 0.086
C -4.556 14.068 -3.599 -0.033
C -4.828 15.332 -4.471 -0.520
C -3.559 15.911 -4.832 -0.068
O -5.467 14.896 -5.623 -0.053
H -4.033 13.268 -4.123 0.069
H -5.472 13.736 -3.111 0.080
H -3.957 14.454 -2.774 0.078
H -5.499 15.944 -3.868 0.148
H -3.625 16.758 -5.516 0.093
H -2.921 15.115 -5.215 0.085
H -2.925 16.264 -4.019 0.091
H -6.259 15.401 -5.424 0.108
C -5.949 11.235 -5.908 -0.062
C -6.433 10.400 -7.037 -0.428
C -7.973 10.697 -7.319 -0.017
O -5.573 10.625 -8.142 -0.058
H -5.048 10.785 -5.493 0.060
H -6.657 11.363 -5.089 0.088
H -5.718 12.254 -6.217 0.073
H -6.308 9.363 -6.726 0.127
H -8.481 11.315 -6.579 0.066
H -8.600 9.829 -7.522 0.062
H -8.040 11.203 -8.282 0.050
H -4.684 10.756 -7.805 0.032
C -7.809 7.944 -3.973 -0.066
C -8.679 6.788 -3.408 -0.421
C -8.777 5.562 -4.409 -0.173
O -9.690 4.596 -3.929 -0.208
C -11.101 4.902 -3.655 -0.069
N -8.046 6.480 -2.140 0.025
H -6.796 7.556 -4.074 0.072
H -7.847 8.825 -3.334 0.074
H -8.199 8.258 -4.941 0.059
H -9.654 7.181 -3.117 0.120
H -7.793 5.109 -4.531 0.126
H -9.112 5.852 -5.404 0.112
H -11.595 5.406 -4.486 0.071
H -11.278 5.541 -2.790 0.074
H -11.637 3.955 -3.596 0.083
H -8.567 5.705 -1.755 0.066
H -7.090 6.176 -2.262 0.067
C -1.476 8.089 -5.061 -0.044
C -2.387 8.766 -6.078 -0.435
C -1.991 10.193 -6.502 -0.179
O -2.944 10.936 -7.262 -0.226
C -2.781 12.334 -7.127 -0.086
N -2.440 7.968 -7.280 0.047
H -1.720 7.027 -5.037 0.081
H -1.601 8.659 -4.140 0.068
H -0.424 8.034 -5.341 0.078
H -3.410 8.945 -5.748 0.116
H -1.063 10.172 -7.075 0.129
H -1.767 10.720 -5.575 0.120
H -1.856 12.729 -7.547 0.097
H -2.871 12.713 -6.109 0.076
H -3.612 12.643 -7.762 0.081
H -2.866 8.399 -8.087 0.034
H -1.492 8.001 -7.628 0.068
C -7.362 6.713 -9.371 -0.183
O -8.192 5.953 -8.565 -0.115
H -6.303 6.629 -9.127 0.083
H -7.513 6.472 -10.423 0.077
H -7.612 7.756 -9.175 0.065
H -9.079 6.313 -8.635 0.076
C -4.543 9.491 -2.795 -0.143
O -3.367 10.245 -2.499 -0.149
H -5.337 10.181 -2.510 0.077
H -4.523 9.326 -3.872 0.050
H -4.548 8.587 -2.185 0.084
H -3.127 10.211 -1.570 0.072
C -10.015 14.684 -8.205 -0.206
O -9.356 13.823 -7.378 -0.109
H -9.599 14.747 -9.211 0.083
H -11.028 14.316 -8.371 0.075
H -10.151 15.682 -7.791 0.075
H -8.455 13.810 -7.708 0.048
C -5.091 14.938 -8.853 -0.163
O -6.236 14.466 -8.202 -0.125
H -4.819 14.452 -9.791 0.086
H -5.158 16.019 -8.968 0.077
H -4.227 14.845 -8.195 0.059
H -6.179 14.638 -7.259 0.023
C -3.057 9.815 -10.729 -0.127
O -3.854 9.134 -9.771 -0.163
H -2.363 9.067 -11.111 0.084
H -3.714 10.218 -11.499 0.080
H -2.620 10.600 -10.112 0.070
H -4.623 9.672 -9.571 0.039